An isolated molecule of C9H10O at a distorted geometry, computed with wB97M-V/def2-TZVPD.

**HOMO level**: -8.1 eV
**Molecular weight**: 134.18 g/mol
**Gap between HOMO and LUMO**: 9.0 eV
**LUMO**: 0.8330 eV
**SMILES**: CO[C@@H]1c2ccc(C)cc21
**E_tot**: -11537.7684 eV
**ΔE to the lowest compared entry with this formula, charge and spin**: 69.46 kcal/mol

```
20
Properties=species:S:1:pos:R:3:lowdin_charge:R:1
C -0.191 1.841 -2.619 -0.043
O -1.064 0.761 -2.878 -0.106
C -1.332 -0.019 -1.898 -0.176
C -1.097 0.035 -0.474 -0.282
C -1.443 0.400 0.777 -0.027
C -0.447 0.034 1.695 -0.066
C 0.621 -0.810 1.439 -0.267
C 1.496 -1.323 2.611 -0.042
C 1.024 -1.017 0.106 -0.037
C -0.001 -0.764 -0.815 0.019
H -0.189 1.954 -1.491 0.112
H -0.618 2.680 -3.223 0.101
H 0.797 1.564 -3.137 0.122
H -2.035 -0.836 -2.308 0.166
H -2.250 1.132 0.953 0.119
H -0.503 0.265 2.774 0.109
H 1.359 -0.823 3.543 0.060
H 1.487 -2.389 2.597 0.069
H 2.521 -1.010 2.434 0.072
H 1.866 -1.679 -0.085 0.099
```